Below is 14 unconnected molecules or ions with the total composition C49H137N11O16 in a non-equilibrium geometry, with properties calculated with ωB97M-V/def2-TZVPD.

Energy ... -3754.8877 hartree
Largest force on an atom ... 0.06096 hartree/bohr
Highest occupied orbital energy ... -8.8 eV
Net charge ... 0
Molar mass ... 1136.70 g mol⁻¹
Orbital gap ... 9.21 eV

Each line ends with the Löwdin charge.
Element x y z (Å)
C  -2.787259  -1.048000  -1.953962  -0.2056
C  -2.219017  -2.374433  -1.335279  -0.2317
O  -2.153011  -3.436253  -2.252541  -0.0640
O  -3.030997  0.072551  -1.073502  -0.1012
H  -3.785737  -1.362527  -2.257622  0.1061
H  -2.257095  -0.737334  -2.854246  0.0904
H  -2.785646  -2.774993  -0.494696  0.0915
H  -1.234538  -2.096223  -0.959115  0.1084
H  -3.061458  -3.679344  -2.445510  0.0947
H  -2.158683  0.373620  -0.808862  0.0359
C  4.292357  -4.805978  3.479961  -0.2362
C  5.628603  -4.826359  4.263687  -0.2082
O  6.610209  -4.060358  3.552239  -0.0906
O  3.646322  -3.591724  3.845360  -0.0979
H  3.747052  -5.691340  3.806900  0.1097
H  4.436949  -4.933694  2.407172  0.0981
H  5.867758  -5.875173  4.439423  0.1118
H  5.511197  -4.345391  5.234771  0.1197
H  6.367166  -3.133726  3.614581  0.0026
H  2.800612  -3.548177  3.393159  0.0264
C  0.799311  0.168278  -0.519501  -0.1164
O  -0.401308  0.704410  -1.079536  -0.1477
H  0.881451  0.043852  0.560253  0.0779
H  1.036300  -0.815247  -0.925219  0.0658
H  1.621745  0.825183  -0.802669  0.0533
H  -0.275894  0.841578  -2.021382  0.0052
C  2.285285  -3.760478  -0.211761  -0.0383
C  2.156276  -5.235537  0.210497  -0.4338
C  0.704239  -5.785482  0.265416  -0.1255
O  0.033892  -5.189716  1.413009  -0.2416
C  -1.394616  -5.372975  1.390356  -0.0730
N  2.969688  -5.938558  -0.714753  0.0358
H  1.615699  -3.212896  0.451494  0.0562
H  2.017547  -3.495678  -1.234642  0.0575
H  3.316115  -3.442364  -0.055929  0.0600
H  2.568200  -5.280392  1.218670  0.1126
H  0.635269  -6.868440  0.368039  0.1244
H  0.183557  -5.526195  -0.656414  0.1240
H  -1.786452  -4.763841  0.575785  0.0720
H  -1.916026  -4.965496  2.256491  0.0765
H  -1.796394  -6.374054  1.233796  0.0926
H  3.892611  -5.541677  -0.818644  0.0747
H  3.219299  -6.847941  -0.353065  0.0770
C  -1.635019  5.627498  -1.067987  -0.0625
C  -2.308990  5.891950  0.276855  -0.3822
C  -3.083512  4.689916  0.831362  -0.1772
O  -4.135975  4.366598  -0.097572  -0.1986
C  -4.751039  3.066670  0.133194  -0.0682
N  -1.196281  6.296711  1.184244  0.0312
H  -2.414077  5.271589  -1.742151  0.0735
H  -0.767982  4.994853  -0.877975  0.0721
H  -1.278552  6.550608  -1.525050  0.0788
H  -3.006323  6.721147  0.157433  0.1376
H  -3.587338  4.940384  1.764921  0.1219
H  -2.521949  3.776759  1.028615  0.1138
H  -5.236812  3.057768  1.108928  0.0583
H  -4.031179  2.248466  0.154147  0.0604
H  -5.475329  2.825625  -0.644888  0.0960
H  -0.656576  6.948767  0.633208  0.0781
H  -0.606641  5.483526  1.289852  0.0292
C  -4.378091  -2.426501  1.931401  -0.0733
C  -5.448678  -2.340394  0.904713  -0.4200
C  -6.925344  -2.502633  1.429728  -0.1588
O  -7.254390  -3.762863  2.083191  -0.1853
C  -8.545681  -3.648706  2.706555  -0.1106
N  -5.424520  -1.008385  0.300645  0.0612
H  -4.653820  -1.879766  2.833157  0.0767
H  -3.505985  -1.847337  1.627909  0.0769
H  -4.211768  -3.450277  2.266552  0.0784
H  -5.139750  -2.985517  0.082231  0.1236
H  -7.502291  -2.385666  0.512369  0.1154
H  -7.147003  -1.628369  2.041801  0.0992
H  -9.334033  -3.611325  1.954756  0.0813
H  -8.594208  -2.805849  3.396010  0.0811
H  -8.765619  -4.557414  3.266875  0.0803
H  -4.564724  -0.769963  -0.172648  0.0234
H  -5.178265  -0.483171  1.127455  0.0265
C  -1.018346  0.959528  -8.364135  -0.0624
C  -1.222921  0.363919  -6.925576  -0.3683
C  -2.744860  0.473876  -6.488732  -0.1780
O  -2.810910  0.191002  -5.072111  -0.2252
C  -4.133359  0.403732  -4.518037  -0.0794
N  -0.849682  -1.067004  -7.109326  0.0343
H  -1.351557  1.997314  -8.373323  0.0625
H  -1.726142  0.461463  -9.026753  0.0732
H  0.016867  0.847309  -8.686381  0.0718
H  -0.628713  0.792780  -6.118682  0.0903
H  -3.320897  -0.233202  -7.085659  0.1206
H  -3.050812  1.470688  -6.806316  0.1144
H  -4.162109  0.866091  -3.531378  0.0854
H  -4.658572  -0.550394  -4.474545  0.0849
H  -4.724036  0.995961  -5.216944  0.0827
H  -0.458694  -1.451259  -6.261040  0.0048
H  -1.674853  -1.641155  -7.206981  0.0651
C  1.496262  -3.746425  -5.331281  -0.0534
C  1.361819  -2.584802  -4.335389  -0.3864
C  2.225590  -1.308361  -4.796039  -0.1236
O  2.578056  -0.447162  -3.681569  -0.2362
C  3.639375  -0.845148  -2.848619  -0.0949
N  -0.036859  -2.230497  -4.309298  0.0554
H  2.447188  -4.269859  -5.232020  0.0794
H  1.143339  -3.449473  -6.318894  0.0788
H  0.780828  -4.545396  -5.136606  0.0718
H  1.691591  -2.838431  -3.327910  0.1031
H  1.723598  -0.747409  -5.584347  0.1110
H  3.133735  -1.546728  -5.349728  0.1192
H  4.602974  -0.790871  -3.355204  0.0828
H  3.491655  -1.865900  -2.495980  0.0786
H  3.718897  -0.164630  -2.000873  0.0750
H  -0.488392  -2.968957  -3.788817  0.0645
H  -0.184318  -1.418970  -3.726393  0.0471
C  5.678805  -2.135762  1.282795  -0.0257
C  5.378942  -0.957292  2.255975  -0.3991
C  3.934644  -0.356939  2.251602  -0.1881
O  3.738467  0.631362  3.226494  -0.2160
C  4.455852  1.857094  3.107626  -0.0599
N  5.714303  -1.388949  3.553862  0.0446
H  5.673108  -1.827548  0.237292  0.0539
H  4.999073  -2.987365  1.253994  0.0487
H  6.704647  -2.457253  1.462774  0.0840
H  6.041978  -0.125390  2.018435  0.1168
H  3.176306  -1.121030  2.422437  0.1111
H  3.735942  0.010154  1.244706  0.1086
H  4.547394  2.056174  2.039877  0.0721
H  5.426903  1.648240  3.556557  0.0915
H  3.810281  2.585332  3.598542  0.0741
H  5.359676  -0.708804  4.210934  0.0895
H  5.083275  -2.167675  3.678315  0.0428
C  -1.055469  2.985298  -3.804521  -0.0144
C  0.291563  2.246556  -4.092007  -0.3908
C  1.460568  2.867583  -3.298500  -0.1662
O  1.748391  4.191191  -3.766642  -0.1837
C  2.500220  4.262814  -4.947961  -0.1013
N  0.051398  0.874148  -3.757409  0.0560
H  -1.842665  2.597855  -4.451281  0.0663
H  -1.043280  4.067043  -3.937901  0.0769
H  -1.395355  2.873376  -2.774931  0.0741
H  0.471931  2.304509  -5.165425  0.1174
H  2.359971  2.252824  -3.263139  0.1042
H  1.148298  2.884130  -2.254317  0.1095
H  2.680400  5.315003  -5.168262  0.0897
H  1.850118  3.827281  -5.706764  0.0846
H  3.517420  3.891045  -4.824715  0.0869
H  -0.669447  0.480988  -4.345533  0.0459
H  0.919279  0.544609  -4.155276  0.0519
C  -8.084048  2.615523  2.299304  -0.0709
C  -7.699997  1.252539  2.818752  -0.4073
C  -6.284617  1.199465  3.505911  -0.1621
O  -5.352112  1.038025  2.430346  -0.2528
C  -3.994285  1.195192  2.893168  -0.0922
N  -8.738207  0.909356  3.805369  0.0161
H  -7.414323  2.936336  1.501397  0.0615
H  -8.020364  3.397054  3.056442  0.0808
H  -9.130419  2.626351  1.994211  0.0768
H  -7.794493  0.503374  2.032673  0.1225
H  -6.223587  0.345095  4.180030  0.1192
H  -6.125581  2.095541  4.105775  0.1218
H  -3.936962  2.192559  3.329148  0.0861
H  -3.331591  1.147207  2.029087  0.0790
H  -3.693550  0.470584  3.649860  0.0858
H  -9.677313  1.001015  3.445115  0.0665
H  -8.585927  1.494963  4.614060  0.0653
C  2.119964  5.826589  5.203441  -0.0443
C  1.325056  5.750488  3.820223  -0.4104
C  1.050584  4.307424  3.338879  -0.1657
O  0.784990  4.316765  1.912871  -0.2254
C  0.785243  3.043728  1.339146  -0.1102
N  0.125144  6.549872  3.867050  0.0449
H  2.090547  6.902715  5.374232  0.0642
H  3.131237  5.431604  5.300481  0.0636
H  1.582778  5.450515  6.074132  0.0633
H  1.913504  6.131621  2.985609  0.1340
H  0.219345  3.868506  3.890688  0.1193
H  1.881201  3.626372  3.524230  0.0959
H  0.015996  2.422326  1.797641  0.0834
H  1.739689  2.537030  1.481923  0.0767
H  0.637253  3.225170  0.274590  0.0823
H  -0.477980  6.087367  4.532199  0.0724
H  -0.302746  6.565911  2.952304  0.0124
C  8.200970  0.892717  -0.467156  -0.0190
C  7.161725  0.479175  -1.619853  -0.4234
C  6.063269  1.542436  -1.787246  -0.1684
O  5.298112  1.853767  -0.558844  -0.1982
C  4.176940  2.707920  -0.822659  -0.1040
N  7.911028  0.366160  -2.860757  0.0185
H  8.592047  1.884413  -0.694508  0.0794
H  8.964115  0.116048  -0.417062  0.0681
H  7.688058  0.846551  0.493517  0.0525
H  6.692071  -0.504049  -1.592085  0.1111
H  5.332771  1.209168  -2.524402  0.0907
H  6.621248  2.409501  -2.140734  0.1269
H  3.908677  3.302558  0.050572  0.0836
H  3.302007  2.208228  -1.238487  0.0451
H  4.396120  3.463007  -1.577581  0.0874
H  8.306425  -0.560714  -2.792435  0.0753
H  7.280054  0.422866  -3.647366  0.0640
C  0.409147  -4.119706  4.765092  -0.0818
C  -0.067834  -2.930377  4.038835  -0.4231
C  0.083113  -1.666954  4.911120  -0.1575
O  -0.628129  -0.675580  4.184128  -0.1836
C  -0.293876  0.662662  4.441045  -0.1208
N  0.824585  -2.929327  2.847331  0.0665
H  1.484544  -4.104936  4.942316  0.0781
H  0.055258  -5.013328  4.250992  0.0814
H  -0.072054  -4.215893  5.738384  0.0829
H  -1.099712  -3.163774  3.776421  0.1324
H  1.148529  -1.467414  5.025935  0.1381
H  -0.435793  -1.913837  5.837332  0.1263
H  0.684868  0.970455  4.073029  0.0753
H  -0.318736  0.979353  5.483724  0.0902
H  -0.993833  1.328955  3.936858  0.0671
H  0.600592  -3.784621  2.359077  0.0242
H  0.397753  -2.148018  2.370391  0.0691

Cartesian forces, eV/Å:
C -1.477 -0.768 0.513
C 0.283 1.510 0.719
O 0.453 0.086 -0.692
O 0.098 -1.429 -0.534
H -0.241 0.279 -0.406
H 0.312 -0.146 0.121
H -0.300 0.775 0.351
H 0.398 -0.614 -0.085
H -0.077 -0.159 -0.178
H 0.735 0.390 0.136
C 0.668 -0.214 1.619
C -0.554 1.009 -1.220
O 0.293 -1.846 0.192
O 0.352 -0.479 -0.366
H -0.581 -0.007 0.169
H 0.313 0.323 -0.128
H 0.851 0.147 -0.333
H -0.491 -0.218 0.199
H 0.347 0.413 0.222
H -0.705 0.496 -0.273
C 0.560 0.138 -1.043
O -0.089 -0.385 2.697
H -0.966 0.422 0.150
H -0.081 -0.210 -0.255
H 0.278 0.025 0.032
H 0.442 -0.179 -1.293
C -0.940 0.068 0.954
C -0.354 1.208 0.034
C 0.012 0.810 0.412
O -0.549 -1.128 -0.461
C -0.183 0.934 -0.848
N 0.765 -1.962 -0.805
H 0.254 0.499 -0.033
H -0.146 -0.570 -0.144
H -0.048 0.111 0.139
H -0.187 -0.055 0.427
H 0.400 -0.170 0.031
H -0.145 0.195 -0.124
H -0.077 -0.017 -0.363
H 0.756 -0.019 0.473
H 0.697 -0.405 0.068
H -0.085 0.708 -0.089
H -0.372 -0.557 -0.036
C -1.177 0.154 -0.092
C 1.229 -0.031 0.056
C -1.340 -0.083 -0.485
O -0.026 -0.947 -0.323
C 0.582 0.949 0.445
N -1.390 0.069 0.046
H 0.450 -0.681 -0.294
H -0.213 -0.442 -0.523
H 0.124 0.188 0.235
H -0.121 -0.005 0.210
H 0.241 0.302 0.389
H 0.706 0.033 -0.175
H -0.173 0.082 -0.020
H 0.364 0.085 -0.193
H 0.071 0.452 -0.039
H 0.251 0.260 0.127
H 0.289 -0.181 0.065
C 0.097 0.049 1.602
C -0.313 -0.004 -0.807
C 0.918 -1.040 -1.073
O -0.027 1.461 0.055
C 0.441 -0.621 -0.322
N -0.320 0.756 0.944
H -0.459 0.052 0.273
H 0.466 -0.719 -0.356
H 0.500 -0.019 -0.134
H -0.761 -0.837 0.043
H -0.463 -0.110 0.019
H 0.071 -0.093 0.457
H -0.074 0.457 -0.178
H -0.019 0.192 -0.112
H 0.440 -0.084 0.072
H 0.267 -0.780 -0.837
H -0.999 1.155 0.260
C -0.834 0.581 1.645
C -1.476 -1.619 -1.467
C 2.144 -0.039 0.080
O -0.718 0.875 -0.537
C -0.134 -0.439 -1.068
N 0.341 0.180 0.628
H 0.399 0.341 -0.093
H 0.326 -0.360 -0.124
H -0.249 -0.016 -0.049
H 0.153 0.255 -0.568
H -0.176 -0.259 0.107
H -0.466 0.346 0.717
H 0.598 0.010 -0.081
H 0.071 -0.210 0.201
H 0.048 0.355 0.091
H 0.184 0.003 0.415
H -0.322 0.085 -0.344
C -0.374 -0.349 0.729
C 1.180 1.124 -1.263
C 0.423 -1.197 0.828
O -0.726 0.181 -0.804
C 0.089 -0.416 -0.273
N -0.418 0.164 0.331
H 0.284 0.426 -0.652
H 0.857 0.304 -0.267
H -0.291 0.053 0.671
H 0.437 -0.295 -0.018
H -0.692 0.384 0.486
H 0.384 -0.725 0.370
H 0.159 -0.129 -0.336
H 0.069 -0.098 0.203
H -0.397 -0.019 0.046
H -0.615 -0.219 -0.101
H 0.057 0.290 0.180
C -0.018 1.083 -0.795
C -0.765 0.446 -1.525
C 0.638 -0.649 -1.048
O -0.788 -0.310 0.521
C -0.460 -1.541 -0.565
N 0.125 -0.691 1.530
H -0.036 0.521 -0.121
H -0.049 0.029 0.855
H -0.170 -0.255 0.181
H 0.170 0.046 -0.441
H 0.084 -0.215 0.332
H -0.027 0.496 -0.324
H 0.305 0.500 -0.048
H 0.204 0.945 0.094
H 0.627 0.213 0.125
H 0.161 0.217 0.380
H -0.579 -0.228 0.634
C 0.404 0.546 -0.164
C -2.116 2.303 0.206
C -0.415 0.080 -0.517
O -0.208 -0.307 1.604
C -0.413 0.471 0.143
N 1.442 -0.544 -0.040
H 0.034 -0.170 -0.040
H 0.393 0.033 -0.288
H 0.202 -0.434 0.171
H 0.280 0.414 -0.208
H 0.184 -0.247 -0.613
H -0.148 0.618 0.149
H -0.470 0.127 -0.026
H 0.883 -0.196 -0.688
H -0.081 -0.865 -0.214
H -0.574 0.189 0.049
H 0.124 -1.438 0.680
C 0.794 0.712 -0.639
C -0.737 0.170 1.208
C -1.261 -0.726 -1.613
O 0.748 0.225 1.225
C -0.849 0.555 -0.286
N 0.986 -1.033 0.695
H -0.261 0.071 -0.330
H 0.162 -0.133 0.389
H 0.134 -0.121 -0.423
H 0.546 0.060 -0.131
H -0.084 -0.213 0.065
H 0.241 0.365 -0.152
H 0.361 0.169 0.112
H -0.076 -0.151 0.031
H -0.147 -0.276 -0.022
H 0.107 0.259 0.048
H -0.553 0.083 0.167
C -1.199 0.885 -0.859
C 0.957 -1.412 0.139
C 0.163 -0.007 -0.252
O 0.375 0.613 1.426
C 0.097 0.078 -0.079
N 0.642 -0.001 0.824
H 0.585 0.095 0.149
H -0.031 0.026 -0.660
H -0.472 -0.450 -0.269
H 0.542 0.372 0.316
H -0.494 -0.002 -0.026
H 0.433 0.083 -0.054
H -0.291 -0.217 -0.299
H 0.284 -0.098 0.039
H -0.265 -0.459 -0.023
H -0.604 0.211 -0.052
H -0.549 0.059 0.038
C -1.949 -1.486 -0.905
C 0.063 0.730 1.116
C -0.251 0.036 1.043
O 0.486 -0.132 -1.079
C 0.612 0.403 -0.556
N 0.475 0.730 -0.170
H 0.066 -0.192 0.067
H 0.297 0.286 -0.187
H 0.002 0.389 0.044
H -0.268 -0.075 1.608
H 0.117 0.123 -0.304
H -0.398 0.533 -0.050
H 0.052 -0.495 0.312
H -0.038 -0.532 0.347
H 0.450 0.117 -0.206
H 0.273 -0.023 -0.728
H 0.037 -0.291 -0.298
C -0.455 -1.387 1.829
C 1.563 -0.505 0.366
C -1.051 -1.201 -1.729
O 0.172 0.628 0.098
C 0.124 0.886 0.000
N -0.992 1.561 0.957
H -0.035 -0.184 -0.186
H 0.592 -0.199 -0.250
H -0.030 0.114 0.316
H -0.369 0.787 -0.087
H 0.032 0.296 0.177
H 0.219 0.437 0.415
H 0.403 -0.415 -0.171
H -0.130 -0.459 0.412
H -0.310 -0.306 -0.189
H -0.061 0.037 -0.486
H 0.506 0.207 -1.182